# 1
Here is C6H6AlO3 as an isolated structure at a distorted geometry from OMol25. Energies are from wB97M-V/def2-TZVPD.

Energy relative to the best compared isomer or geometry (same formula, charge and spin)   0.0 kcal/mol
Highest occupied orbital energy   -13.49 eV
Net charge   +1
Kohn-Sham gap   5.7 eV

Each line ends with the Löwdin charge.
Element x y z (Å)
1 O -2.2661 -0.6266 1.2383  -0.02
2 C -2.2767 0.4905 0.5551  -0.61
3 O -3.2831 1.1256 0.2420  0.13
4 C 2.1383 -0.3697 -1.6253  -0.14
5 H 2.2780 0.6248 -2.0806  0.15
6 H 1.5956 -0.9577 -2.3839  0.16
7 C 3.4715 -1.0127 -1.2820  -0.07
8 H 3.3330 -2.0419 -0.9234  0.09
9 H 4.1152 -1.0421 -2.1707  0.10
10 H 3.9937 -0.4463 -0.4994  0.09
11 C -0.8530 0.8441 0.3513  0.04
12 C -0.0949 0.4304 -0.6760  -0.05
13 C 1.1993 -0.1859 -0.4733  -0.30
14 O 1.5055 -0.6228 0.6733  0.05
15 Al -0.1418 -0.6923 1.5080  1.13
16 H -0.3947 1.4176 -1.2959  0.24



# 2
Here is the molecule C6H6BNO5S at a distorted geometry from OMol25. Energies are from wB97M-V/def2-TZVPD.

Energy relative to the best compared isomer or geometry (same formula, charge and spin)   147.0 kcal/mol
Highest occupied orbital energy (alpha / beta)   -8.73 / -9.30 eV
Kohn-Sham gap (alpha / beta)   7.2 / 7.2 eV

Each line ends with the Löwdin charge.
Element x y z (Å)
1 B -0.0157 -1.8681 0.1843  -0.75
2 C 1.7007 1.7232 -0.2662  -0.28
3 C 0.8699 -0.6366 0.1351  0.31
4 C 1.7517 0.2874 -0.1427  -0.23
5 C -0.8986 2.0596 0.8697  -0.27
6 C -1.5762 0.8989 0.6446  -0.65
7 C -2.5299 0.9396 -0.5493  0.00
8 N 3.1656 -0.1983 -0.4285  -0.40
9 O -1.5338 0.0464 1.5299  0.03
10 O 3.3778 -0.7912 -1.4110  0.15
11 O 3.9397 0.1274 0.4673  0.09
12 O -1.0051 -1.9693 -0.7302  0.16
13 O 0.0790 -2.5963 1.3191  0.19
14 S 0.4776 2.8177 0.3640  1.03
15 H 2.6961 2.0741 -0.4848  0.07
16 H -3.6600 1.1373 -0.4150  0.12
17 H -2.3840 -0.1341 -0.9033  0.08
18 H -1.9810 1.5323 -1.3472  0.10
19 H -1.8617 -2.1981 -0.3480  0.12
20 H -0.6121 -3.2518 1.5122  0.13



# 3
Here is a 2-piece molecular cluster, C6H6BrClSi overall at a distorted geometry from OMol25. Energies are from wB97M-V/def2-TZVPD.

Energy relative to the best compared isomer or geometry (same formula, charge and spin)   49.7 kcal/mol
Highest occupied orbital energy   -9.27 eV
Kohn-Sham gap   8.9 eV

Each line ends with the Löwdin charge.
Element x y z (Å)
1 C 0.0561 1.5701 -1.8345  -0.09
2 C 1.1689 0.9185 -1.3324  -0.10
3 C -1.1180 1.3922 -1.1859  -0.13
4 C 1.0279 0.0554 -0.2716  -0.17
5 C -1.2976 0.4956 -0.1953  -0.15
6 C -0.2115 -0.1844 0.2565  -0.12
7 Si -0.1453 -1.8654 2.3190  -0.16
8 Cl -0.4040 -1.2449 4.1987  0.24
9 Br 1.8759 -2.7522 1.9411  0.23
10 H 0.2133 2.1118 -2.8088  0.13
11 H 2.1764 1.0372 -1.6126  0.09
12 H -2.0587 1.7579 -1.6034  0.12
13 H 1.9549 -0.5518 -0.1805  0.09
14 H -2.3015 0.4781 0.0981  0.09
15 H -0.9370 -3.2180 2.2113  -0.07



# 4
Here is a 2-piece molecular cluster, C6H6BrNOS overall at a distorted geometry from OMol25. Energies are from wB97M-V/def2-TZVPD.

Energy relative to the best compared isomer or geometry (same formula, charge and spin)   0.0 kcal/mol
Highest occupied orbital energy (alpha / beta)   -7.59 / -7.55 eV
Kohn-Sham gap (alpha / beta)   6.6 / 6.3 eV

Each line ends with the Löwdin charge.
Element x y z (Å)
1 C 0.0857 1.3238 1.2178  -0.04
2 C -1.2348 1.1062 0.7413  -0.05
3 C 1.1501 0.7534 0.5525  0.03
4 C -1.4130 0.1664 -0.2108  -0.11
5 C 0.8067 -0.1756 -0.4964  -0.28
6 C 1.7903 -1.5362 -2.1681  -0.07
7 N -0.4172 -0.5057 -0.8215  0.14
8 O 1.9038 -0.7882 -1.1490  0.00
9 S 0.4206 0.0891 -4.1241  -0.17
10 Br 2.2821 1.1280 -4.4653  -0.05
11 H 0.1877 2.0118 2.0886  0.13
12 H -2.0812 1.6293 1.0126  0.08
13 H 2.1618 0.7669 0.9215  0.11
14 H -2.2851 -0.2412 -0.5889  0.10
15 H 1.0170 -2.1814 -2.4764  0.04
16 H 2.7461 -1.8519 -2.7428  0.14



# 5
Here is a 6-piece molecular cluster, C6H6Cl18 overall at a distorted geometry from OMol25. Energies are from wB97M-V/def2-TZVPD.

Energy relative to the best compared isomer or geometry (same formula, charge and spin)   33.0 kcal/mol
Highest occupied orbital energy   -11.20 eV
Kohn-Sham gap   11.2 eV

Each line ends with the Löwdin charge.
Element x y z (Å)
1 Cl 3.1575 4.6932 -2.4176  0.50
2 C 3.2757 5.8150 -3.7899  -1.48
3 Cl 2.3607 7.3453 -3.5590  0.49
4 Cl 2.5136 4.9522 -5.1808  0.46
5 H 4.3303 5.9716 -4.0165  0.02
6 Cl -0.5520 -7.1451 -4.4564  0.43
7 C 1.1243 -6.8241 -3.6884  -1.47
8 Cl 2.4230 -7.0591 -4.8757  0.50
9 Cl 1.3679 -7.8862 -2.3055  0.52
10 H 1.2093 -5.7729 -3.4130  0.01
11 Cl -0.9629 0.1997 0.7113  0.51
12 C -1.1650 -0.4182 -0.9412  -1.46
13 Cl -2.0391 0.7264 -2.0332  0.47
14 Cl -2.1835 -1.9251 -0.9853  0.47
15 H -0.1175 -0.4962 -1.2324  0.01
16 Cl 8.5684 -1.1357 2.0779  0.43
17 C 6.7213 -0.8127 2.0549  -1.42
18 Cl 5.9634 -1.6225 3.4328  0.51
19 Cl 5.9458 -1.4466 0.5409  0.47
20 H 6.5433 0.2613 2.1104  0.01
21 Cl -7.2941 3.9653 0.4285  0.48
22 C -7.8744 4.3235 -1.2581  -1.47
23 Cl -7.5050 5.9953 -1.7919  0.49
24 Cl -9.6315 4.0218 -1.4115  0.49
25 H -7.3457 3.7037 -1.9823  0.01
26 Cl -3.3254 -2.0884 8.3237  0.50
27 C -1.7654 -1.8484 7.5129  -1.49
28 Cl -1.0894 -3.4228 6.9722  0.50
29 Cl -0.6880 -0.8187 8.5505  0.48
30 H -1.9653 -1.2518 6.6228  0.01



# 6
Here is C6H6Cl2HoN2O3STi as an isolated structure at a distorted geometry from OMol25. Energies are from wB97M-V/def2-TZVPD.

Highest occupied orbital energy (alpha / beta)   -21.00 / -21.01 eV
Net charge   +4
2S+1   6
Kohn-Sham gap (alpha / beta)   3.9 / 4.0 eV

Each line ends with the Löwdin spin population.
Element x y z (Å)
1 Ho -2.4421 2.3986 -4.9674  4.03
2 Ti 0.2956 0.7313 -1.1300  0.85
3 Cl -2.1712 1.0412 -2.9351  -0.01
4 Cl 1.9187 1.7579 -2.1753  -0.04
5 C 0.9321 -0.9774 -0.6753  0.08
6 C -3.5758 0.6179 -5.7721  -0.01
7 C -1.0247 0.9184 -5.8854  -0.01
8 O 1.3534 -2.0352 -0.3225  0.11
9 O -3.9415 -0.4372 -6.0896  0.00
10 O -0.4387 -0.0452 -6.1605  0.00
11 S -0.2217 1.6143 0.8461  -0.03
12 C 0.2493 0.4998 2.1551  0.01
13 N -0.0698 -0.7900 2.2464  0.00
14 C 0.6742 -1.4578 3.3003  0.00
15 C 1.4806 -0.3278 3.9260  0.00
16 N 1.0785 0.8372 3.1484  0.00
17 H -0.6678 -1.2737 1.5790  0.00
18 H 1.3128 -2.2356 2.8727  0.00
19 H -0.0145 -1.9191 4.0100  0.00
20 H 2.5571 -0.4949 3.8346  0.00
21 H 1.2320 -0.1885 4.9789  0.00
22 H 1.4834 1.7658 3.2156  0.00



# 7
Here is a 2-piece molecular cluster, C6H6Cl2O overall at a distorted geometry from OMol25. Energies are from wB97M-V/def2-TZVPD.

Energy relative to the best compared isomer or geometry (same formula, charge and spin)   86.3 kcal/mol
Highest occupied orbital energy   -8.89 eV
Kohn-Sham gap   9.6 eV

Each line ends with the Löwdin charge.
Element x y z (Å)
1 C -2.4724 -1.2224 -0.3334  -0.10
2 C -2.6220 -0.0066 0.0342  -1.24
3 Cl -1.2920 1.0829 0.4722  0.67
4 Cl -4.0976 0.7269 0.0797  0.70
5 H -3.3181 -1.8615 -0.3285  0.06
6 H -1.4864 -1.6288 -0.2932  0.06
7 C 2.0376 1.2324 -1.0180  -0.03
8 C 1.5565 0.0817 -0.6449  -0.24
9 C 1.6243 -0.5409 0.7603  -0.13
10 C 1.2992 0.1234 1.7925  -0.29
11 O 1.2917 0.9137 2.6396  0.17
12 H 2.9007 1.7265 -0.5024  0.09
13 H 1.8092 1.5232 -2.0800  0.08
14 H 0.9126 -0.5530 -1.3168  0.11
15 H 1.8568 -1.5977 0.7387  0.11



# 8
Here is the molecule C6H6ClF5N2 at a distorted geometry from OMol25. Energies are from wB97M-V/def2-TZVPD.

Highest occupied orbital energy   -8.91 eV
Kohn-Sham gap   9.4 eV

Each line ends with the Löwdin charge.
Element x y z (Å)
1 C -1.2350 -1.7544 0.6533  -0.04
2 N -1.0028 -0.4926 -0.0339  -0.18
3 N -1.6083 -0.2696 -1.2132  0.11
4 C -1.0523 0.7396 -1.7791  -0.16
5 C 0.0877 1.2963 -1.0537  -0.61
6 Cl -0.0517 2.9549 -0.5239  0.73
7 C 0.2996 0.2759 0.0214  -0.26
8 C 0.4055 0.8983 1.4299  -0.37
9 F 1.5928 1.5370 1.6564  0.07
10 F 0.2111 0.0637 2.4540  0.08
11 C 1.4750 -0.6592 -0.1944  -0.70
12 F 2.6126 0.0113 -0.3596  0.17
13 F 1.6509 -1.4808 0.7857  0.22
14 F 1.3244 -1.3241 -1.2765  0.23
15 H -0.9892 -2.5871 -0.0917  0.10
16 H -0.5766 -1.6056 1.5518  0.09
17 H -2.4143 -1.7016 0.7980  0.13
18 H -1.3932 0.9767 -2.7916  0.12
19 H 1.0493 1.4621 -1.6285  0.13
20 H -0.3854 1.6591 1.5957  0.14



# 9
Here is C6H6ClFN2O2S as an isolated structure from OMol25. Energies are from wB97M-V/def2-TZVPD.

Energy relative to the best compared isomer or geometry (same formula, charge and spin)   39.2 kcal/mol
Highest occupied orbital energy   -9.01 eV
Kohn-Sham gap   9.7 eV

Each line ends with the Löwdin charge.
Element x y z (Å)
1 C 3.8125 0.3972 0.4755  -0.20
2 C 2.5139 -0.3461 0.4807  -0.34
3 C 0.5431 -0.4983 -0.5229  -0.36
4 C 2.6333 0.8870 -0.3600  -0.48
5 C -3.1868 0.7182 0.0309  -0.86
6 C -4.3618 -0.8989 0.4748  -0.19
7 H 4.1047 0.8016 1.4394  0.15
8 H 2.0626 -0.1317 1.4533  0.15
9 H 0.1990 -0.7794 -1.5180  0.09
10 H -0.2267 -0.7136 0.2233  0.08
11 H 2.9307 0.5590 -1.3579  0.11
12 H -4.9332 -1.6307 1.0317  0.12
13 N -3.6994 0.1470 1.0670  0.11
14 N -4.2625 -0.9621 -0.8215  0.09
15 O 1.7371 -1.2488 -0.2460  -0.10
16 O -3.4656 0.1329 -1.1301  -0.04
17 F 4.8891 0.0863 -0.2763  0.05
18 S 0.9274 1.3768 -0.4288  0.84
19 Cl -2.2173 2.1036 -0.0150  0.78



# 10
Here is the molecule C6H6ClN from OMol25. Energies are from wB97M-V/def2-TZVPD.

Energy relative to the best compared isomer or geometry (same formula, charge and spin)   95.8 kcal/mol
Highest occupied orbital energy   -10.28 eV
Kohn-Sham gap   11.1 eV

Each line ends with the Löwdin charge.
Element x y z (Å)
1 C 2.2869 -0.9302 1.0147  0.14
2 C 1.2035 -0.6357 0.6006  -0.08
3 C -0.1272 -0.1547 0.1493  -0.61
4 N -1.1771 -0.7706 0.9999  0.08
5 C -0.3168 -0.5436 -1.2740  -0.11
6 C -0.5295 -0.9073 -2.3910  0.15
7 C -0.0690 1.3887 0.1425  -0.55
8 Cl -1.5957 2.1648 -0.2908  0.59
9 H 3.2829 -1.2032 1.3138  0.04
10 H -1.0345 -0.3731 1.9334  0.09
11 H -2.0803 -0.4132 0.6851  0.06
12 H -0.7010 -1.1391 -3.4172  0.04
13 H 0.1925 1.8045 1.1198  0.08
14 H 0.6653 1.7127 -0.5861  0.08



# 11
Here is the molecule C6H6ClN3O at a distorted geometry from OMol25. Energies are from wB97M-V/def2-TZVPD.

Energy relative to the best compared isomer or geometry (same formula, charge and spin)   73.3 kcal/mol
Highest occupied orbital energy (alpha / beta)   -7.98 / -9.12 eV
Kohn-Sham gap (alpha / beta)   7.1 / 8.2 eV

Each line ends with the Löwdin charge.
Element x y z (Å)
1 O 2.9609 -0.5890 3.2974  0.07
2 N 2.5478 -0.9226 2.1992  0.01
3 C 1.6142 -0.6246 1.3861  -0.21
4 C 1.3425 -1.4465 0.2032  -0.21
5 N 1.7745 -2.6345 0.0294  -0.06
6 N 2.2156 -3.5425 0.7692  -0.43
7 Cl 3.4672 -4.4855 0.0922  0.53
8 C 0.5216 -0.8213 -0.8834  -0.12
9 C -0.7022 -0.1161 -0.2984  -0.18
10 C -0.2802 0.8108 0.7959  -0.08
11 C 0.8089 0.5854 1.5248  -0.03
12 H 1.1367 -0.0763 -1.3978  0.13
13 H 0.2344 -1.5848 -1.6075  0.12
14 H -1.3887 -0.8636 0.1106  0.13
15 H -1.2339 0.4208 -1.0845  0.11
16 H -0.8935 1.6754 0.9953  0.11
17 H 1.1121 1.2393 2.3288  0.11



# 12
Here is the molecule C6H6ClNO at a distorted geometry from OMol25. Energies are from wB97M-V/def2-TZVPD.

Energy relative to the best compared isomer or geometry (same formula, charge and spin)   45.5 kcal/mol
Highest occupied orbital energy   -9.79 eV
Kohn-Sham gap   10.4 eV

Each line ends with the Löwdin charge.
Element x y z (Å)
1 O 2.6619 0.9261 2.2232  0.12
2 C 1.7437 0.4708 1.6726  -0.28
3 C 0.3173 1.0659 1.4529  -0.86
4 Cl 0.0451 2.4277 2.4785  0.73
5 C 0.4063 1.4757 -0.0361  -0.09
6 C 0.0543 0.6250 -1.0151  -0.11
7 C -0.3410 -0.7707 -0.6862  -0.16
8 C -0.9708 -0.7353 0.7743  -0.14
9 N -0.7056 0.0806 1.6808  0.06
10 H 1.6928 -0.4954 1.1842  0.12
11 H 0.3544 2.5062 -0.3343  0.10
12 H 0.1009 1.1022 -1.9988  0.11
13 H -1.1604 -1.3296 -1.4053  0.16
14 H 0.4989 -1.5678 -0.4986  0.14
15 H -1.6565 -1.5557 0.9040  0.10



# 13
Here is the molecule C6H6F2 at a distorted geometry from OMol25. Energies are from wB97M-V/def2-TZVPD.

Energy relative to the best compared isomer or geometry (same formula, charge and spin)   47.1 kcal/mol
Highest occupied orbital energy   -9.85 eV
Kohn-Sham gap   10.7 eV

Each line ends with the Löwdin charge.
Element x y z (Å)
1 C -1.9342 0.8512 1.5003  0.14
2 C -0.8966 0.9981 0.9121  -0.08
3 C 0.4656 1.1264 0.3574  -0.34
4 F 0.7614 2.4598 0.0861  -0.01
5 C 0.6453 0.4175 -0.9991  -0.08
6 C 0.4785 -1.0608 -0.9159  -0.35
7 C 0.0789 -1.8455 0.0760  0.10
8 F 0.8261 -1.6502 -2.0955  0.03
9 H -2.8743 0.8074 2.0538  0.05
10 H 1.1609 0.7279 1.0856  0.15
11 H -0.1544 0.8103 -1.6795  0.15
12 H 1.6388 0.6318 -1.3501  0.13
13 H 0.1451 -2.9054 0.0364  0.07
14 H -0.3411 -1.3686 0.9324  0.04



# 14
Here is a 2-piece molecular cluster, C6H6F2N2 overall at a distorted geometry from OMol25. Energies are from wB97M-V/def2-TZVPD.

Energy relative to the best compared isomer or geometry (same formula, charge and spin)   106.1 kcal/mol
Highest occupied orbital energy (alpha / beta)   -9.22 / -9.22 eV
Kohn-Sham gap (alpha / beta)   9.2 / 9.2 eV

Each line ends with the Löwdin charge.
Element x y z (Å)
1 C -1.2434 -1.0004 0.1531  -0.06
2 C -0.1993 -1.8530 0.4822  -0.06
3 C -0.9520 0.3000 -0.2158  -0.02
4 C 1.0985 -1.3716 0.3835  -0.14
5 C 0.3897 0.6900 -0.2745  -0.35
6 C 0.7832 2.0523 -0.5945  0.08
7 N 1.3904 -0.1461 -0.0045  0.11
8 N -0.2674 2.5720 -2.2498  -0.03
9 F 0.2878 3.7826 -2.5495  -0.07
10 F 0.2426 1.7427 -3.2033  -0.06
11 H -2.2663 -1.3450 0.1918  0.11
12 H -0.3875 -2.8665 0.7983  0.10
13 H -1.7248 1.0029 -0.4804  0.11
14 H 1.9487 -1.9956 0.6264  0.11
15 H 0.3481 2.8443 -0.0023  0.09
16 H 1.8077 2.1985 -0.9029  0.09



# 15
Here is the molecule C6H6F3N3 at a distorted geometry from OMol25. Energies are from wB97M-V/def2-TZVPD.

Energy relative to the best compared isomer or geometry (same formula, charge and spin)   0.0 kcal/mol
Highest occupied orbital energy   -8.60 eV
Kohn-Sham gap   8.7 eV

Each line ends with the Löwdin charge.
Element x y z (Å)
1 C -1.2524 -2.2890 0.0745  -0.11
2 N -1.3218 -0.9024 0.4126  0.04
3 C -0.4299 -0.0454 0.2809  -0.36
4 N 0.8818 -0.0759 -0.0594  0.12
5 C 1.6141 0.9692 -0.2723  -0.12
6 C 1.1138 2.3344 -0.0749  -0.06
7 C -0.1106 2.3876 0.4807  -0.08
8 N -0.8650 1.3019 0.6872  0.11
9 C -2.2005 1.4599 1.2581  -0.67
10 F -2.3807 2.5837 1.7989  0.23
11 F -3.1931 1.2981 0.3477  0.14
12 F -2.4757 0.5409 2.1907  0.15
13 H -2.2591 -2.5269 -0.1890  0.06
14 H -0.6159 -2.5214 -0.8312  0.10
15 H -1.0822 -2.9281 0.8749  0.05
16 H 2.7325 0.7757 -0.6054  0.14
17 H 1.7917 3.1860 -0.3297  0.11
18 H -0.4160 3.3700 0.8669  0.14